[1]
Entry from the Open Molecules 2025 dataset: the molecule C4H7NO2S in a non-equilibrium geometry (the ωB97M-V functional and the def2-TZVPD basis).

```
15
Properties=species:S:1:pos:R:3
C 0.444 -0.708 -1.092
C 0.488 0.439 -0.129
C 1.334 0.249 1.112
S -1.254 0.816 0.078
O -1.445 1.742 1.129
O -1.659 1.349 -1.510
C -1.938 -0.870 0.433
N -2.157 -1.988 0.362
H 0.386 -1.713 -0.709
H -0.506 -0.674 -1.721
H 1.157 -0.532 -1.861
H 0.848 1.239 -0.813
H 0.868 0.892 1.920
H 2.342 0.422 1.150
H 1.094 -0.663 1.649
```

Calculated values
structure (SMILES) = CC(C)S(=O)(=O)C#N
energy above the lowest of the compared OMol25 structures with the same formula, charge and spin = 5.299 eV
LUMO energy = -0.4 eV
E = -759.88183 a.u.

natural (NBO) population analysis, charges in e, atoms 1 to 8: -0.655 -0.448 -0.638 1.976 -0.860 -0.829 -0.029 -0.228

[2]
Entry from the Open Molecules 2025 dataset: the molecule C4H7NO2S in a non-equilibrium geometry (the ωB97M-V functional and the def2-TZVPD basis).

```
15
Properties=species:S:1:pos:R:3
C 1.838 0.358 -0.478
C 0.668 -0.463 -0.043
S 0.101 -0.374 1.832
N -1.448 -0.801 1.236
C -1.801 -0.348 0.057
O -2.817 -0.714 -0.441
C -0.632 0.392 -0.500
O -0.464 1.737 0.035
H 2.906 -0.169 -0.471
H 1.698 0.781 -1.644
H 1.943 1.297 -0.066
H 0.943 -1.497 -0.493
H -1.655 -1.925 1.452
H -0.831 0.289 -1.581
H -0.449 1.437 1.107
```

Calculated values
structure (SMILES) = C[C@H]1SNC(=O)[C@H]1O
energy above the lowest of the compared OMol25 structures with the same formula, charge and spin = 3.967 eV
LUMO energy = 0.3 eV
E = -759.93076 a.u.

natural (NBO) population analysis, charges in e, atoms 1 to 8: -0.645 -0.320 0.375 -0.772 0.615 -0.550 -0.029 -0.714

[3]
Entry from the Open Molecules 2025 dataset: the molecule C4H7NO3 in a non-equilibrium geometry (the ωB97M-V functional and the def2-TZVPD basis).

```
15
Properties=species:S:1:pos:R:3
C 1.707 -1.454 -0.419
N 1.382 -0.232 -0.734
C 1.437 0.800 0.242
O 2.444 1.272 0.672
O 0.199 1.122 0.673
C -0.809 0.247 0.119
C -2.110 0.985 -0.037
O -0.886 -0.934 0.760
H 2.232 -1.678 0.508
H 1.923 -2.131 -1.237
H -0.213 -0.013 -0.923
H -1.964 1.902 -0.602
H -2.480 1.249 0.953
H -2.842 0.345 -0.522
H -0.020 -1.480 0.547
```

Calculated values
structure (SMILES) = C=NC(=O)O[C@H](C)O
energy above the lowest of the compared OMol25 structures with the same formula, charge and spin = 3.123 eV
LUMO energy = -0.4 eV
E = -437.02862 a.u.

natural (NBO) population analysis, charges in e, atoms 1 to 8: -0.126 -0.444 0.865 -0.553 -0.505 0.357 -0.641 -0.691

[4]
Entry from the Open Molecules 2025 dataset: the molecule C4H7NO3 (the ωB97M-V functional and the def2-TZVPD basis).

```
15
Properties=species:S:1:pos:R:3
C 1.376 1.627 -0.001
C 1.224 0.139 0.001
O 2.164 -0.617 0.002
N -0.079 -0.382 0.000
C -0.217 -1.832 0.000
C -1.229 0.368 0.001
O -1.309 1.568 0.002
O -2.321 -0.420 0.000
H 0.898 2.059 -0.876
H 0.899 2.061 0.874
H 2.437 1.860 -0.002
H 0.786 -2.254 -0.002
H -0.756 -2.158 0.888
H -0.759 -2.157 -0.887
H -3.113 0.138 0.000
```

Calculated values
structure (SMILES) = CC(=O)N(C)C(=O)O
energy above the lowest of the compared OMol25 structures with the same formula, charge and spin = 0.173 eV
LUMO energy = 0.6 eV
E = -437.13703 a.u.

natural (NBO) population analysis, charges in e, atoms 1 to 8: -0.709 0.710 -0.575 -0.493 -0.422 0.898 -0.626 -0.692

[5]
Entry from the Open Molecules 2025 dataset: a cluster of 2 separate species, C4H7NO3 in total in a non-equilibrium geometry (the ωB97M-V functional and the def2-TZVPD basis).

```
15
Properties=species:S:1:pos:R:3
C -1.189 -1.827 -0.282
O -0.210 -0.803 -0.174
C -0.390 0.349 -1.012
N 0.822 0.811 -1.439
O -1.396 0.465 -1.678
H -2.207 -1.431 -0.299
H -1.018 -2.402 -1.194
H -1.089 -2.451 0.604
H 0.811 1.508 -2.164
H 1.568 0.841 -0.759
C 1.016 0.479 1.696
C 0.465 1.669 1.480
O 0.366 2.830 1.613
H 0.377 -0.338 1.985
H 2.074 0.300 1.623
```

Calculated values
structure (SMILES) = COC(N)=O.C=C=O
energy above the lowest of the compared OMol25 structures with the same formula, charge and spin = 3.185 eV
LUMO energy = 0.2 eV
E = -437.02636 a.u.

natural (NBO) population analysis, charges in e, atoms 1 to 8: -0.253 -0.562 0.874 -0.830 -0.607 0.199 0.183 0.187

[6]
Entry from the Open Molecules 2025 dataset: the molecule C4H7NO3 in a non-equilibrium geometry (the ωB97M-V functional and the def2-TZVPD basis).

```
15
Properties=species:S:1:pos:R:3
C 1.501 -2.308 0.519
O 1.126 -1.338 1.498
N 0.363 0.012 0.920
C -0.239 0.030 -0.254
O -0.759 -0.832 -0.930
C -0.411 1.554 -0.668
C -1.829 2.025 -0.551
O 0.524 2.186 -1.066
H 0.627 -2.753 0.046
H 2.034 -3.078 1.080
H 2.157 -1.871 -0.240
H 1.435 0.001 1.177
H -2.123 2.010 0.501
H -1.924 3.033 -0.951
H -2.481 1.329 -1.081
```

Calculated values
structure (SMILES) = CONC(=O)C(C)=O
energy above the lowest of the compared OMol25 structures with the same formula, charge and spin = 5.520 eV
LUMO energy = 0.0 eV
E = -436.94054 a.u.

natural (NBO) population analysis, charges in e, atoms 1 to 8: -0.273 -0.445 -0.392 0.535 -0.572 0.545 -0.727 -0.498

[7]
Entry from the Open Molecules 2025 dataset: a structure of composition C4H7NO3 in a non-equilibrium geometry (the ωB97M-V functional and the def2-TZVPD basis).

```
15
Properties=species:S:1:pos:R:3
C -2.089 0.507 0.096
C -0.669 0.106 0.434
C 0.641 -0.219 -0.349
C 1.881 0.100 0.510
H -3.337 -0.685 -1.215
H -2.049 -1.479 -0.415
H -0.695 0.698 1.321
H 0.706 -0.506 -1.464
H 2.779 -0.679 1.022
H 1.390 1.124 1.526
H 3.813 0.446 -0.660
N -2.474 -0.649 -0.517
O -2.470 1.650 0.043
O -0.104 -1.307 0.336
O 2.678 0.893 -0.667
```

Calculated values
energy above the lowest of the compared OMol25 structures with the same formula, charge and spin = 8.454 eV
LUMO energy = 0.3 eV
E = -436.83272 a.u.

natural (NBO) population analysis, charges in e, atoms 1 to 8: 0.646 -0.043 0.014 -0.088 0.389 0.406 0.205 0.246

[8]
Entry from the Open Molecules 2025 dataset: the molecule C4H7NO3S in a non-equilibrium geometry (the ωB97M-V functional and the def2-TZVPD basis).

```
16
Properties=species:S:1:pos:R:3
C 1.876 0.680 0.850
C 0.712 0.159 0.001
C -1.793 -0.766 -0.784
C -1.341 -0.807 0.448
N 1.229 0.882 2.137
O -0.597 -0.248 3.511
O 1.211 -1.718 2.623
O 0.007 -0.747 0.768
S 0.537 -0.418 2.640
H 2.841 -0.042 0.790
H 2.305 1.567 0.472
H 0.008 0.953 -0.428
H 1.035 -0.363 -0.986
H -1.260 -0.702 -1.715
H -2.900 -0.962 -0.893
H -1.979 -0.930 1.294
```

Calculated values
energy above the lowest of the compared OMol25 structures with the same formula, charge and spin = 3.550 eV
LUMO energy = 0.6 eV
E = -835.13206 a.u.

natural (NBO) population analysis, charges in e, atoms 1 to 8: -0.264 -0.099 -0.462 0.120 -0.865 -0.855 -0.886 -0.517